(1)
{"formula": "C6H14N2O", "method": "ωB97M-V/def2-TZVPD", "charge": 0, "lumo_ev": [0.367, 0.367], "homo_lumo_gap_ev": [6.63, 6.63], "homo_energy_ev": [-6.259, -6.260], "elements": ["O", "N", "N", "C", "C", "C", "C", "C", "C", "H", "H", "H", "H", "H", "H", "H", "H", "H", "H", "H", "H", "H", "H"], "positions_angstrom": [[-0.489, 1.004, -0.892], [-0.845, 0.167, 2.284], [0.140, -1.344, 0.727], [0.908, 2.321, 0.998], [0.226, -0.083, 1.389], [0.788, 0.892, 0.564], [-0.762, -2.825, -0.996], [-0.826, -1.658, -0.085], [0.157, 1.021, -2.111], [0.969, 2.957, 0.116], [0.923, 1.821, -2.186], [-0.626, -0.030, 3.253], [-1.649, -0.962, -0.135], [0.040, 2.639, 1.573], [-1.679, -3.417, -0.956], [-0.654, -2.462, -2.025], [1.802, 2.468, 1.613], [-1.205, 1.114, 2.226], [0.694, 0.069, -2.341], [0.953, -1.951, 0.772], [1.604, 0.547, -0.071], [0.088, -3.476, -0.781], [-0.557, 1.188, -2.935]]}

(2)
{"formula": "C29H59IN7O12P", "method": "ωB97M-V/def2-TZVPD", "charge": 0, "lumo_ev": -0.041, "homo_lumo_gap_ev": 8.52, "homo_energy_ev": -8.557, "elements": ["I", "P", "O", "O", "O", "O", "O", "O", "O", "O", "O", "O", "O", "O", "N", "N", "N", "N", "N", "N", "N", "C", "C", "C", "C", "C", "C", "C", "C", "C", "C", "C", "C", "C", "C", "C", "C", "C", "C", "C", "C", "C", "C", "C", "C", "C", "C", "C", "C", "C", "H", "H", "H", "H", "H", "H", "H", "H", "H", "H", "H", "H", "H", "H", "H", "H", "H", "H", "H", "H", "H", "H", "H", "H", "H", "H", "H", "H", "H", "H", "H", "H", "H", "H", "H", "H", "H", "H", "H", "H", "H", "H", "H", "H", "H", "H", "H", "H", "H", "H", "H", "H", "H", "H", "H", "H", "H", "H", "H"], "positions_angstrom": [[-0.252, -5.689, -1.580], [0.605, -2.432, 1.928], [-0.421, 8.593, 4.397], [-5.305, -5.319, 0.353], [4.661, 1.690, -7.011], [-0.249, -5.284, 1.338], [0.329, -0.998, 1.710], [2.930, -3.022, -3.138], [2.463, 1.543, 2.301], [2.297, -0.699, -1.259], [-2.274, 0.993, 4.207], [-2.510, 4.693, 3.413], [1.738, -6.203, 1.907], [1.633, -4.394, 0.563], [-5.531, -7.564, 0.641], [2.779, 1.917, -8.253], [4.184, -2.175, -4.823], [-2.677, 0.332, 2.010], [-0.071, 8.431, 2.161], [3.925, 0.093, 1.350], [-2.594, 5.876, 5.341], [-3.113, -1.974, 1.225], [0.768, -2.483, -0.812], [-0.003, 7.985, 3.429], [4.683, -1.008, -5.531], [2.976, 1.055, 1.315], [-2.852, -1.075, 2.440], [0.429, 7.654, 1.045], [0.540, -3.437, 0.333], [-2.725, -3.467, 1.402], [4.098, 1.708, -8.089], [-2.173, 4.723, 6.121], [-2.004, 1.116, 3.031], [-0.601, -4.445, 0.237], [-2.731, 5.729, 4.013], [-4.890, -8.851, 0.812], [-2.070, -4.093, 0.147], [1.962, 2.138, -7.071], [2.155, 1.930, -9.560], [2.114, -1.801, -0.795], [4.498, -0.468, 0.143], [4.379, -0.382, 2.645], [-2.832, 7.145, 5.996], [-4.827, -6.427, 0.507], [-0.670, 9.731, 1.917], [-6.983, -7.485, 0.610], [4.569, -3.502, -5.271], [-0.934, 2.027, 2.526], [3.371, -2.069, -3.762], [1.113, -5.386, 1.324], [4.320, -1.545, 0.093], [4.303, -0.099, -5.074], [-2.104, 5.011, 7.167], [2.908, 1.751, -10.325], [5.773, -0.982, -5.504], [-2.884, 3.905, 6.011], [-0.647, 9.938, 0.849], [2.691, 1.348, 0.291], [5.575, -0.293, 0.109], [3.547, -0.799, 3.215], [4.041, 0.002, -0.727], [-0.211, -3.078, 2.872], [2.017, 1.279, -6.402], [1.393, 1.152, -9.631], [0.836, 6.714, 1.410], [-1.161, 2.407, 1.529], [-0.014, -1.718, -0.825], [-2.635, -1.540, 0.343], [0.929, 2.291, -7.375], [4.635, 1.549, -9.040], [0.464, 6.990, 3.513], [-5.162, -9.527, -0.001], [-3.736, -6.596, 0.533], [-7.321, -7.064, -0.337], [-2.215, -3.460, -0.732], [4.799, 0.438, 3.227], [1.915, -2.718, 2.353], [5.137, -1.149, 2.499], [-2.576, -5.032, -0.079], [-3.615, 0.723, 1.942], [3.688, -4.083, -5.544], [3.127, -1.030, -3.492], [-4.195, -1.974, 1.052], [-2.083, -3.607, 2.277], [5.224, -3.408, -6.134], [-3.809, -8.723, 0.811], [-0.374, 7.434, 0.340], [-1.923, 7.497, 6.483], [0.735, -3.029, -1.764], [-1.703, 9.748, 2.267], [-1.202, 4.365, 5.778], [-5.186, -9.305, 1.759], [-1.982, -1.408, 3.007], [4.360, -1.033, -6.572], [-3.057, 6.653, 3.505], [-3.119, 7.883, 5.250], [-3.631, 7.063, 6.738], [1.686, 2.897, -9.753], [-0.123, 10.510, 2.449], [0.023, 1.503, 2.522], [-7.395, -8.484, 0.730], [2.312, 3.013, -6.524], [-3.704, -1.144, 3.128], [2.959, -2.364, -0.365], [-3.630, -4.038, 1.599], [-0.867, 2.877, 3.209], [-7.346, -6.843, 1.413], [1.218, 8.198, 0.521], [5.090, -4.037, -4.477]]}

(3)
{"formula": "C5H6BrO2", "method": "ωB97M-V/def2-TZVPD", "charge": -1, "lumo_ev": 3.753, "homo_lumo_gap_ev": 7.31, "homo_energy_ev": -3.557, "elements": ["Br", "O", "O", "C", "C", "C", "C", "C", "H", "H", "H", "H", "H", "H"], "positions_angstrom": [[3.384, 1.478, 0.129], [3.926, -2.634, -0.930], [2.746, -3.084, 0.955], [2.319, -0.311, 0.094], [0.992, -0.035, -0.067], [0.133, 1.244, 0.167], [3.238, -2.724, -0.025], [0.095, -1.316, -0.120], [0.692, -2.197, -0.118], [-0.859, 0.975, -0.029], [0.211, 1.745, 1.157], [-0.553, -1.387, 0.789], [-0.689, -1.471, -0.978], [0.400, 2.008, -0.559]]}

(4)
{"formula": "C2HLuO2", "method": "ωB97M-V/def2-TZVPD", "charge": 2, "lumo_ev": -11.574, "homo_lumo_gap_ev": 7.81, "homo_energy_ev": -19.386, "elements": ["Lu", "O", "O", "C", "C", "H"], "positions_angstrom": [[0.152, 1.162, 0.412], [3.359, -0.544, -0.303], [-1.966, 0.791, -0.309], [-1.601, -0.289, 0.220], [2.391, 0.006, -0.171], [-2.335, -1.127, 0.151]]}

Question: Which value of charge does entry 2 give?
Answer: 0

Question: What is the formula in the second record?
Answer: C29H59IN7O12P

Question: What is the formula in the second record?
Answer: C29H59IN7O12P